Record 1
Below is a molecular structure, C6H16NO6S4 in a non-equilibrium geometry, with properties calculated with the ωB97M-V functional and the def2-TZVPD basis.

Each line ends with the Löwdin charge.
Geometry (Å):
C (-2.81, -0.76, 2.58)  -0.020
C (-1.99, -0.45, 1.55)  -0.234
S (-0.47, 0.39, 1.85)  0.455
O (-0.53, 1.54, 0.97)  -0.357
O (0.64, -0.51, 1.56)  -0.385
N (-0.42, 0.73, 3.41)  -0.371
S (-0.87, 2.17, 3.90)  0.474
O (-0.86, 2.16, 5.34)  -0.406
O (-2.06, 2.69, 3.27)  -0.386
H (-3.82, -0.37, 2.61)  0.061
H (-2.42, -1.35, 3.41)  0.060
H (-2.15, -0.73, 0.51)  0.041
H (0.14, 3.00, 3.56)  0.051
C (4.05, 1.90, -2.00)  -0.284
S (2.34, 1.39, -1.82)  0.797
O (1.68, 1.67, -3.13)  -0.572
C (1.87, 2.69, -0.69)  -0.267
H (4.53, 1.23, -2.71)  0.041
H (4.09, 2.92, -2.37)  0.051
H (4.55, 1.83, -1.03)  0.050
H (2.06, 3.66, -1.15)  0.057
H (2.43, 2.58, 0.23)  0.062
H (0.81, 2.58, -0.47)  0.025
C (-0.27, -2.06, -2.26)  -0.256
S (-1.97, -2.62, -2.16)  0.822
O (-2.51, -2.07, -0.89)  -0.551
C (-1.60, -4.35, -1.85)  -0.277
H (-0.28, -0.98, -2.41)  0.052
H (0.25, -2.30, -1.33)  0.065
H (0.22, -2.54, -3.11)  0.052
H (-0.99, -4.43, -0.95)  0.059
H (-1.08, -4.77, -2.71)  0.047
H (-2.54, -4.87, -1.70)  0.044

Values from the calculation:
Net charge: -1
Spin multiplicity: 1
Kohn-Sham gap in eV: 7.393



Record 2
Below is 2 unconnected molecules or ions with the total composition C6H16NS in a non-equilibrium geometry, with properties calculated with the ωB97M-V functional and the def2-TZVPD basis.

Each line ends with the Löwdin charge.
Geometry (Å):
C (-1.10, -0.41, 0.80)  -0.034
C (-2.05, -0.25, -1.73)  -0.061
C (-1.05, 2.46, -0.21)  0.000
C (2.52, -2.55, 1.58)  -0.503
C (-0.94, -0.10, -0.74)  -0.353
C (-0.27, 1.30, -0.59)  -0.217
N (1.04, 1.38, -0.59)  0.235
S (2.39, -0.97, 0.76)  0.619
H (-1.64, 0.55, 1.18)  0.106
H (-1.93, -1.26, 0.84)  0.135
H (-0.30, -0.78, 1.42)  0.034
H (-2.92, 0.46, -1.79)  0.102
H (-1.64, -0.15, -2.77)  0.105
H (-2.53, -1.23, -1.66)  0.093
H (-0.91, 3.19, -0.98)  0.112
H (-0.83, 2.95, 0.71)  0.108
H (-2.10, 2.33, -0.19)  0.096
H (2.81, -2.20, 2.70)  0.077
H (3.32, -3.31, 1.18)  0.079
H (1.48, -2.97, 1.69)  0.037
H (-0.17, -0.79, -1.07)  0.117
H (3.78, -0.56, 0.57)  -0.040
H (1.60, 0.61, -0.66)  -0.022
H (1.42, 2.33, -0.46)  0.176

Values from the calculation:
Net charge: +1
Spin multiplicity: 1
Kohn-Sham gap in eV: 8.590



Record 3
Below is 2 unconnected molecules or ions with the total composition C6H16O in a non-equilibrium geometry, with properties calculated with the ωB97M-V functional and the def2-TZVPD basis.

Each line ends with the Löwdin charge.
Geometry (Å):
C (-1.82, -0.01, 1.34)  -0.099
C (-0.88, -1.12, 0.78)  -0.232
C (-0.41, -0.84, -0.66)  -0.224
C (0.52, 0.33, -0.87)  -0.222
C (1.79, 0.34, 0.02)  -0.263
C (2.68, -0.89, -0.19)  -0.113
H (-2.65, 0.28, 0.70)  0.051
H (-2.04, -0.37, 2.34)  0.066
H (-1.33, 0.97, 1.32)  0.062
H (0.04, -0.96, 1.36)  0.083
H (-1.26, -2.08, 1.09)  0.102
H (0.19, -1.72, -0.95)  0.101
H (-1.25, -0.79, -1.35)  0.107
H (0.13, 1.33, -0.65)  0.092
H (0.88, 0.30, -1.90)  0.113
H (2.36, 1.25, -0.12)  0.100
H (1.47, 0.37, 1.07)  0.088
H (2.47, -1.40, -1.13)  0.070
H (2.68, -1.55, 0.67)  0.069
H (3.74, -0.61, -0.34)  0.067
H (-2.90, 1.76, -0.88)  0.026
H (-1.92, 2.82, -0.45)  0.032
O (-2.50, 2.60, -1.20)  -0.074

Values from the calculation:
Net charge: 0
Spin multiplicity: 1
Kohn-Sham gap in eV: 11.762
Structure (SMILES): CCCCCC.O



Record 4
Below is 2 unconnected molecules or ions with the total composition C6H16O in a non-equilibrium geometry, with properties calculated with the ωB97M-V functional and the def2-TZVPD basis.

Each line ends with the Löwdin charge.
Geometry (Å):
C (2.24, -0.09, -0.32)  -0.333
C (3.30, -0.92, 0.41)  -0.097
O (1.93, -0.66, -1.58)  -0.089
H (1.43, 0.22, 0.38)  0.083
H (2.68, 0.83, -0.76)  0.115
H (3.20, -2.03, 0.27)  0.082
H (1.03, -1.01, -1.58)  0.076
H (3.19, -0.74, 1.52)  0.075
H (4.36, -0.64, 0.21)  0.073
C (-1.73, 0.18, 0.03)  -0.377
C (-1.23, 1.68, -0.28)  -0.078
C (-1.28, -0.63, 1.38)  -0.068
C (-3.24, 0.42, 0.22)  -0.134
H (-1.43, -0.30, -0.96)  0.126
H (-1.79, 2.48, 0.28)  0.080
H (-1.84, -0.21, 2.30)  0.092
H (-1.83, -1.58, 1.37)  0.062
H (-0.20, -0.61, 1.52)  0.034
H (-3.78, -0.41, 0.74)  0.082
H (-3.46, 1.42, 0.62)  0.078
H (-1.44, 1.92, -1.23)  0.018
H (-0.20, 1.89, -0.01)  0.052
H (-3.70, 0.19, -0.70)  0.048

Values from the calculation:
Net charge: 0
Spin multiplicity: 1
Kohn-Sham gap in eV: 11.077
Structure (SMILES): CC(C)C.CCO



Record 5
Below is 2 unconnected molecules or ions with the total composition C6H16O in a non-equilibrium geometry, with properties calculated with the ωB97M-V functional and the def2-TZVPD basis.

Each line ends with the Löwdin charge.
Geometry (Å):
C (0.55, -1.90, -0.18)  -0.133
C (0.68, -0.99, -1.38)  -0.242
C (-0.71, -0.41, -1.47)  -0.242
C (-1.33, 0.30, -0.31)  -0.197
C (-0.61, 0.72, 1.14)  -0.219
C (-1.26, 2.00, 1.63)  -0.133
H (1.07, -1.45, 0.65)  0.054
H (-0.46, -2.16, -0.02)  0.069
H (1.17, -2.77, -0.16)  0.066
H (1.62, -0.46, -1.34)  0.085
H (0.82, -1.72, -2.21)  0.115
H (-0.51, 0.34, -2.10)  0.052
H (-1.63, -1.08, -2.01)  0.190
H (-2.28, -0.07, 0.01)  0.092
H (-1.80, 1.17, -0.61)  0.054
H (-0.78, -0.23, 1.67)  0.086
H (0.52, 0.85, 1.10)  0.095
H (-0.78, 2.29, 2.60)  0.085
H (-2.32, 1.97, 1.77)  0.055
H (-1.01, 2.74, 0.85)  0.079
H (3.63, 0.45, -0.29)  0.088
H (2.56, -0.24, 0.34)  -0.045
O (2.85, 0.64, 0.31)  -0.056

Values from the calculation:
Net charge: 0
Spin multiplicity: 1
Kohn-Sham gap in eV: 10.888
Structure (SMILES): CCCCCC.O



Record 6
Below is 3 unconnected molecules or ions with the total composition C6H16O2 in a non-equilibrium geometry, with properties calculated with the ωB97M-V functional and the def2-TZVPD basis.

Each line ends with the Löwdin charge.
Geometry (Å):
C (0.52, 1.89, 0.29)  -0.173
C (1.19, 0.54, 0.02)  -0.291
C (1.28, -0.27, 1.25)  -0.336
C (1.55, 0.33, 2.43)  -0.048
C (1.03, -1.84, 1.18)  -0.271
C (2.40, -2.50, 1.15)  -0.169
H (0.41, 2.19, -0.65)  0.008
H (1.12, 2.46, 0.94)  0.035
H (-0.47, 1.72, 0.76)  0.076
H (0.59, 0.08, -0.79)  0.085
H (2.12, 0.54, -0.60)  0.113
H (1.92, 1.35, 2.39)  0.040
H (1.50, -0.15, 3.45)  0.060
H (0.66, -2.05, 0.13)  0.091
H (0.22, -2.09, 1.83)  0.066
H (2.94, -2.12, 0.26)  0.071
H (2.43, -3.58, 0.90)  0.051
H (2.91, -2.31, 2.16)  0.087
H (-4.05, 0.15, 2.66)  -0.058
H (-4.71, 1.30, 2.07)  -0.083
O (-4.46, 0.45, 1.87)  -0.239
H (-1.34, 0.33, -7.09)  0.067
H (-2.68, 0.70, -6.37)  0.011
O (-1.96, 1.12, -6.86)  -0.194

Values from the calculation:
Net charge: -1
Spin multiplicity: 2
Kohn-Sham gap (spin up / spin down) in eV: 1.755 / 9.316
Expectation value of S²: 0.75